{"formula": "C21H33CrN3O7P2", "method": "ωB97M-V/def2-TZVPD", "charge": 0, "relative_energy_kj_mol": 0.0, "e_homo_ha": [-0.2958, -0.2958], "homo_lumo_gap_ev": [6.36, 6.35], "spin_multiplicity": 5, "species": ["P", "P", "C", "C", "H", "H", "H", "H", "C", "H", "H", "H", "C", "H", "H", "H", "C", "H", "H", "H", "C", "H", "H", "H", "Cr", "C", "C", "C", "C", "C", "C", "C", "C", "C", "H", "H", "H", "H", "H", "H", "H", "H", "H", "H", "H", "H", "H", "H", "H", "O", "N", "O", "C", "C", "C", "C", "O", "C", "C", "N", "O", "O", "N", "O", "O", "H", "H"], "coordinates": [[4.28873, -2.03800, 0.35304], [2.24597, -3.23023, 2.30109], [4.98638, -3.11924, 1.71546], [3.91506, -4.07885, 2.24219], [5.34315, -2.44395, 2.50892], [5.84863, -3.66555, 1.30820], [3.80567, -4.95621, 1.58570], [4.15422, -4.42928, 3.25599], [2.38379, -2.56617, 4.01750], [1.38910, -2.23129, 4.33698], [3.07046, -1.70990, 4.02368], [2.75332, -3.34193, 4.70078], [1.20921, -4.71172, 2.61505], [1.58039, -5.28976, 3.46894], [1.21060, -5.33639, 1.71449], [0.18565, -4.37374, 2.81189], [5.67867, -0.84751, 0.22498], [5.49575, -0.20511, -0.64348], [6.64043, -1.36068, 0.11230], [5.69074, -0.22811, 1.12913], [4.69121, -3.15567, -1.05870], [3.99363, -4.00285, -1.06472], [5.72172, -3.52463, -0.97405], [4.57382, -2.58786, -1.98983], [-1.23919, 1.31070, -1.38030], [-1.48238, -0.62671, -0.19042], [-1.14609, 0.35550, 0.73398], [0.21434, 0.56314, 1.33525], [1.15580, 1.49179, 0.52939], [0.91272, 1.53136, -0.94685], [0.75135, 0.39253, -1.75733], [0.82019, -1.02822, -1.26377], [-0.50952, -1.62794, -0.75054], [-0.97891, 2.87035, -2.74434], [-2.52862, -0.95784, -0.23697], [-1.95965, 0.82228, 1.30433], [0.72690, -0.38714, 1.56309], [0.06042, 1.05438, 2.31120], [1.04186, 2.51766, 0.91274], [2.20095, 1.21850, 0.74330], [1.21384, 2.47193, -1.42698], [0.94024, 0.49787, -2.83636], [1.60757, -1.16652, -0.50430], [1.14061, -1.65587, -2.10900], [-1.00518, -2.13917, -1.59176], [-0.28277, -2.42410, -0.01901], [-1.55538, 2.65816, -3.65929], [0.07425, 3.04128, -3.00131], [-1.39767, 3.77981, -2.28050], [-7.30412, 5.95104, -1.53434], [-6.97059, 4.97018, -2.23064], [-7.36614, 4.81386, -3.40292], [-6.06952, 3.99608, -1.65024], [-5.60383, 4.21927, -0.34628], [-4.53494, 3.47648, 0.12153], [-3.78933, 2.61939, -0.76788], [-2.56060, 2.41101, -0.50575], [-4.46940, 2.20995, -1.99610], [-5.59005, 2.92533, -2.43037], [-4.02516, 1.10315, -2.80081], [-4.73401, 0.72666, -3.74669], [-2.91515, 0.50520, -2.53230], [-3.99811, 3.69797, 1.45906], [-4.37123, 4.73103, 2.05694], [-3.23163, 2.86421, 1.97066], [-6.04763, 4.98152, 0.28710], [-6.05056, 2.66857, -3.38073]]}

---

{"formula": "C21H33F3KN6O4S4", "method": "ωB97M-V/def2-TZVPD", "charge": -1, "relative_energy_kj_mol": 149.1, "e_homo_ha": -0.1788, "homo_lumo_gap_ev": 6.92, "species": ["K", "C", "C", "S", "C", "C", "S", "C", "C", "S", "C", "C", "S", "H", "H", "H", "H", "H", "H", "H", "H", "H", "H", "H", "H", "H", "H", "H", "H", "C", "C", "N", "C", "C", "N", "C", "O", "O", "C", "O", "O", "H", "H", "H", "H", "H", "C", "N", "C", "N", "C", "N", "C", "N", "C", "C", "H", "H", "H", "H", "H", "H", "H", "H", "H", "H", "H", "H", "F", "C", "F", "F"], "coordinates": [[0.90146, 1.43153, -2.18814], [-0.20816, -2.72055, -3.32020], [-0.29898, -3.65743, -2.11360], [0.45119, -2.86593, -0.67501], [0.33847, -4.18277, 0.55007], [-1.07031, -4.58833, 0.98119], [-2.07184, -3.25574, 1.69498], [-3.36243, -3.11091, 0.42930], [-3.96960, -1.71300, 0.40029], [-2.92378, -0.38086, -0.25721], [-3.38585, -0.42755, -2.00159], [-2.70094, -1.49533, -2.85620], [-0.95571, -1.08521, -3.12425], [-0.61905, -3.22901, -4.19449], [0.83645, -2.47944, -3.52987], [0.22718, -4.58626, -2.34830], [-1.34075, -3.91768, -1.91157], [0.88807, -3.80340, 1.41421], [0.86845, -5.07649, 0.20706], [-0.98658, -5.38768, 1.72185], [-1.62278, -5.00312, 0.13749], [-4.15529, -3.83616, 0.62947], [-2.92122, -3.34743, -0.53649], [-4.24715, -1.43035, 1.41945], [-4.90176, -1.74304, -0.17144], [-3.10701, 0.57215, -2.35657], [-4.46971, -0.52813, -2.07735], [-3.22363, -1.56529, -3.81349], [-2.78029, -2.46751, -2.37243], [-1.58425, 1.79627, 3.22950], [-1.80980, 2.54740, 1.96528], [-1.13250, 2.38245, 0.86028], [-1.69500, 3.20912, -0.08009], [-2.70999, 3.93243, 0.49074], [-2.74701, 3.52174, 1.82990], [-3.57193, 4.96713, -0.05649], [-4.14626, 5.79142, 0.89177], [-3.86005, 5.11045, -1.20732], [-1.12076, 3.12545, -1.48814], [-0.17390, 3.86547, -1.78415], [-1.59235, 2.16866, -2.15185], [-1.10685, 0.84654, 2.99477], [-2.52495, 1.59410, 3.74527], [-0.93320, 2.35311, 3.90664], [-3.52141, 3.63865, 2.45906], [-3.62153, 5.76283, 1.69935], [2.24865, 2.10671, 1.22683], [3.08926, 1.77877, 2.38625], [4.48745, 1.98808, 2.00517], [4.87623, 1.18510, 0.85024], [3.99835, 1.53038, -0.27731], [2.57944, 1.29910, 0.04429], [2.41268, -0.11592, 0.40363], [3.26005, -0.49910, 1.54135], [2.91255, 0.35245, 2.67621], [4.65318, -0.22818, 1.17096], [2.37372, 3.16396, 0.98046], [1.19933, 1.93892, 1.48482], [5.12770, 1.72695, 2.85360], [4.63366, 3.04447, 1.76730], [4.27849, 0.92724, -1.13643], [4.13483, 2.58548, -0.52639], [2.65761, -0.73262, -0.46177], [1.36480, -0.28662, 0.67029], [3.54489, 0.08518, 3.52836], [1.86724, 0.17522, 2.94251], [4.90832, -0.83025, 0.29747], [5.30208, -0.50760, 2.00655], [3.11217, 0.93732, -3.25676], [2.79880, -0.50324, -3.09654], [4.06598, -0.95824, -2.69252], [2.77586, -0.89583, -4.43024]]}

---

{"formula": "C21H33N3O9", "method": "ωB97M-V/def2-TZVPD", "charge": 0, "relative_energy_kj_mol": 0.0, "e_homo_ha": -0.4040, "smiles": "O=C1OCCO1.O=C1OCCO1.O=C1OCCO1.CCCC#N.CCCC#N.CCCC#N", "homo_lumo_gap_ev": 10.96, "species": ["C", "C", "O", "C", "O", "O", "H", "H", "H", "H", "C", "C", "O", "C", "O", "O", "H", "H", "H", "H", "C", "C", "O", "C", "O", "O", "H", "H", "H", "H", "C", "C", "C", "C", "N", "H", "H", "H", "H", "H", "H", "H", "C", "C", "C", "C", "N", "H", "H", "H", "H", "H", "H", "H", "C", "C", "C", "C", "N", "H", "H", "H", "H", "H", "H", "H"], "coordinates": [[1.26441, 5.40250, -0.88706], [1.89918, 5.56902, -2.20682], [0.90671, 5.95010, -3.05746], [-0.19958, 6.37440, -2.34591], [-1.25500, 6.72671, -2.85439], [0.10337, 6.28461, -0.98864], [1.99383, 5.89060, -0.24068], [1.05961, 4.34293, -0.73390], [2.52155, 4.71784, -2.48293], [2.60820, 6.38680, -2.07783], [-3.61284, 1.08901, 4.27789], [-3.76028, -0.22448, 4.94358], [-3.85785, -1.09270, 3.90576], [-4.12337, -0.47532, 2.79781], [-4.44357, -1.00292, 1.79669], [-3.64000, 0.71829, 2.92522], [-2.77091, 1.63114, 4.70840], [-4.57356, 1.55571, 4.49537], [-4.60571, -0.19898, 5.63111], [-2.84414, -0.52565, 5.45160], [1.69843, -4.93255, -2.42861], [1.99392, -3.65610, -3.15411], [2.18614, -2.73724, -2.11856], [2.48427, -3.35889, -1.01144], [3.00374, -2.83718, -0.07100], [2.31101, -4.69498, -1.15570], [2.13818, -5.78537, -2.94575], [0.63669, -5.13290, -2.28490], [1.26000, -3.23833, -3.84326], [2.91663, -3.71865, -3.73098], [1.22409, 0.06052, 0.15725], [-0.09949, 0.65089, -0.07674], [-0.85357, 0.75082, 1.26798], [-0.24582, 1.50156, 2.35208], [0.25957, 2.03847, 3.31787], [1.88174, 0.47871, 0.91930], [1.67603, 0.07307, -0.83458], [1.13242, -0.91526, 0.63427], [-0.64790, 0.14468, -0.87116], [0.17432, 1.67338, -0.33682], [-0.86972, -0.28465, 1.60802], [-1.78371, 1.22882, 0.96068], [5.26571, -1.19299, 1.98850], [4.25923, -1.87446, 2.93607], [3.20053, -0.82998, 3.41081], [2.05090, -1.53254, 4.07762], [1.21848, -2.05134, 4.52593], [5.92713, -0.38218, 2.29384], [4.69526, -0.76400, 1.16470], [6.01043, -1.92551, 1.67721], [4.62256, -2.47947, 3.76678], [3.73800, -2.67045, 2.40426], [2.68037, -0.30854, 2.60729], [3.80539, -0.15724, 4.01881], [-4.29767, 0.37677, -3.18090], [-2.95434, -0.41710, -3.36355], [-3.05980, -1.93350, -3.82743], [-3.69321, -2.15810, -5.10009], [-4.14666, -2.33835, -6.12130], [-4.75962, 0.06804, -2.24314], [-5.10226, 0.13350, -3.87483], [-4.11567, 1.45090, -3.21575], [-2.55874, -0.52644, -2.35378], [-2.16770, 0.02586, -3.97435], [-3.69088, -2.54227, -3.17994], [-2.07444, -2.39904, -3.84846]]}